ORCA calculation (ωB97M-V/def2-TZVPD) on a structure of composition C6H14NS.

- DFT total energy: -689.67795 a.u.
- Orbital gap: 3.4 eV
- LUMO: 1.024 eV
- Spin multiplicity: 1
- Highest occupied orbital energy: -2.33 eV
- Charge: -1

```
22
Properties=species:S:1:pos:R:3:forces:R:3
C 1.190 0.474 -0.325 -0.97 -0.58 2.39
N 0.031 1.165 -0.302 2.53 -1.44 -1.04
C -1.077 0.224 -0.324 -1.56 1.56 0.58
C -2.236 0.973 0.370 0.61 0.69 -0.96
S -3.797 0.039 0.355 0.26 0.26 0.37
C -1.519 -0.179 -1.729 0.80 2.46 -0.33
C 1.495 -0.616 0.603 1.70 0.98 -5.83
C 2.750 -1.425 0.345 -0.16 0.68 1.86
H 1.500 -0.643 -1.760 -0.05 0.03 0.84
H 2.146 0.816 -0.784 -0.52 0.54 -0.01
H -0.589 1.377 3.268 1.47 0.65 -0.53
H -0.887 -0.586 0.347 0.29 -1.35 0.04
H -1.788 1.181 1.370 -0.88 0.26 -0.46
H -2.221 1.925 -0.280 -0.57 -0.88 1.30
H -0.759 -0.005 -2.473 1.04 -0.66 -0.26
H -1.990 -1.102 -1.828 -0.58 -1.58 0.02
H -2.215 0.591 -2.073 -0.48 -0.11 0.41
H 0.095 1.688 3.000 -1.43 -0.66 0.58
H 0.761 -1.126 1.114 -1.65 -0.32 1.78
H 2.280 -2.407 0.004 1.61 1.10 0.03
H 3.311 -1.536 1.289 -0.54 -0.73 0.14
H 3.519 -0.829 -0.188 -0.91 -0.91 -0.92
```
Forces are in eV/Å.



ORCA calculation (ωB97M-V/def2-TZVPD) on the molecule C4H8N4O2S.

- DFT total energy: -924.82335 a.u.
- Orbital gap: 9.4 eV
- LUMO: 0.820 eV
- Spin multiplicity: 1
- Highest occupied orbital energy: -8.56 eV
- Charge: 0

```
19
Properties=species:S:1:pos:R:3:forces:R:3
C -0.894 0.114 1.579 1.31 1.26 -3.82
C -1.626 -0.547 0.549 1.37 0.51 -2.26
C -1.036 -0.195 -0.645 2.54 2.40 0.77
C 2.696 1.330 -0.065 -2.03 2.49 -0.44
N 0.070 0.894 1.098 0.37 0.63 -0.01
N 0.114 0.871 -0.258 -3.95 -3.59 0.64
N -2.621 -1.499 0.678 -0.10 0.12 2.29
N -1.213 -0.547 -1.945 0.40 -1.92 -0.66
O 1.369 0.519 -2.370 0.32 -0.04 -0.02
O 1.109 2.860 -1.637 0.01 -0.78 0.50
S 1.325 1.476 -1.308 0.77 0.17 1.70
H -1.112 0.267 2.559 -0.56 -0.21 2.78
H 3.131 0.388 -0.061 0.58 -1.67 -0.07
H 3.393 2.152 -0.139 0.27 0.04 -0.68
H 2.120 1.569 0.837 0.26 -0.50 0.09
H -3.376 -1.513 0.005 0.20 0.22 0.21
H -2.898 -1.441 1.680 -0.52 -0.58 -1.43
H -0.436 -1.072 -2.408 -1.04 0.91 0.78
H -1.635 0.111 -2.558 -0.21 0.55 -0.37
```
Forces are in eV/Å.



ORCA calculation (ωB97M-V/def2-TZVPD) on a structure of composition C36H42ClN4OPPdSi2.

- DFT total energy: -3199.77338 a.u.
- Orbital gap: 5.7 eV
- LUMO: -0.487 eV
- Spin multiplicity: 1
- Highest occupied orbital energy: -6.21 eV
- Charge: 0

```
88
Properties=species:S:1:pos:R:3:forces:R:3
Pd 0.398 -0.026 -0.706 -0.36 0.44 0.19
O 2.806 -0.241 -2.108 0.36 -0.33 0.41
N 2.374 -0.401 -0.807 0.63 -0.18 0.20
C 3.285 -0.831 -0.019 -0.36 0.22 -0.62
C 3.163 -1.041 1.420 -0.15 -0.07 0.35
C 4.362 -1.407 2.045 0.05 0.03 -0.23
C 4.450 -1.626 3.403 -0.03 -0.02 0.14
C 3.314 -1.488 4.186 0.04 0.00 -0.06
C 2.117 -1.137 3.588 -0.02 -0.01 -0.04
C 2.006 -0.905 2.213 0.01 -0.03 0.07
P 0.356 -0.421 1.572 0.05 0.16 -0.05
C 0.179 1.324 2.105 -0.04 -0.05 0.06
C -0.894 2.051 1.582 0.03 -0.02 0.00
C -1.097 3.368 1.963 0.03 0.01 0.01
C -0.218 3.983 2.847 -0.01 -0.04 -0.03
C 0.860 3.273 3.350 0.00 0.00 0.01
C 1.055 1.946 2.989 0.02 -0.01 0.01
C -0.738 -1.318 2.736 -0.02 -0.09 -0.14
C -0.654 -2.711 2.771 0.00 0.04 -0.01
C -1.460 -3.446 3.623 0.03 0.00 -0.03
C -2.372 -2.797 4.445 -0.01 0.03 0.00
C -2.466 -1.415 4.414 -0.01 -0.04 0.02
C -1.653 -0.676 3.565 0.08 0.01 -0.01
H 2.063 0.248 -2.516 -0.31 0.20 -0.16
H 4.260 -1.028 -0.459 -0.06 0.05 -0.02
H 5.250 -1.515 1.433 0.00 0.00 -0.01
H 5.397 -1.901 3.848 0.00 -0.01 -0.01
H 3.355 -1.651 5.254 0.01 0.00 0.01
H 1.238 -1.037 4.209 -0.02 0.00 -0.01
H -1.551 1.589 0.854 -0.01 0.00 0.00
H -1.926 3.922 1.545 -0.03 0.01 -0.01
H -0.365 5.017 3.128 -0.01 0.02 0.00
H 1.557 3.752 4.025 0.02 0.00 0.01
H 1.904 1.407 3.388 -0.01 0.03 0.01
H 0.055 -3.221 2.129 0.00 -0.03 0.00
H -1.382 -4.525 3.640 0.00 0.00 0.00
H -3.008 -3.371 5.106 0.00 0.00 0.01
H -3.176 -0.905 5.052 0.00 0.01 0.00
H -1.734 0.402 3.551 0.00 0.05 0.00
C -3.878 -0.370 0.634 -0.01 0.00 -0.06
Si -2.799 -0.926 -0.806 0.06 -0.11 -0.02
C -2.116 -2.625 -0.379 -0.07 0.05 0.09
C -3.872 -1.256 -2.319 0.02 -0.01 0.07
N -1.530 0.206 -1.160 -0.13 -0.36 0.49
C -1.758 1.295 -1.985 0.13 0.40 -0.39
C -3.018 1.812 -2.300 0.04 -0.10 0.12
C -3.168 2.790 -3.275 0.01 0.08 -0.09
C -2.058 3.276 -3.946 -0.10 0.01 -0.01
C -0.792 2.826 -3.596 0.05 -0.11 0.08
C -0.618 1.899 -2.567 -0.40 0.12 -0.16
N 0.620 1.552 -2.029 0.52 -0.54 -0.18
Si 1.767 2.845 -1.797 -0.08 0.18 0.15
C 2.776 3.220 -3.346 0.02 -0.01 0.05
C 0.893 4.409 -1.228 0.13 -0.01 -0.04
C 3.015 2.513 -0.426 -0.14 -0.03 0.02
H -4.775 -0.990 0.694 -0.04 -0.01 0.02
H -4.193 0.673 0.548 0.01 -0.02 -0.04
H -3.344 -0.480 1.580 0.01 0.01 0.01
H -2.886 -3.172 0.173 -0.01 -0.03 0.02
H -1.214 -2.611 0.229 -0.03 0.03 -0.05
H -1.899 -3.186 -1.290 -0.02 0.00 0.00
H -4.403 -2.198 -2.153 -0.02 -0.03 0.00
H -3.241 -1.387 -3.201 0.03 0.01 -0.02
H -4.609 -0.491 -2.551 -0.02 0.02 0.01
H -3.899 1.436 -1.792 0.07 0.03 0.00
H -4.158 3.156 -3.513 -0.02 0.02 -0.01
H -2.166 4.015 -4.730 -0.03 0.01 -0.01
H 0.075 3.218 -4.116 0.02 -0.02 0.06
H 2.253 3.886 -4.034 -0.03 0.01 -0.01
H 3.039 2.316 -3.899 -0.01 -0.04 0.03
H 3.710 3.708 -3.058 0.01 0.05 -0.02
H 0.031 4.690 -1.829 -0.01 -0.03 -0.05
H 1.609 5.236 -1.248 -0.02 0.04 0.03
H 0.560 4.280 -0.196 -0.02 -0.01 0.05
H 3.789 1.787 -0.670 0.00 0.01 -0.03
H 2.507 2.209 0.495 0.06 -0.02 -0.02
H 3.507 3.468 -0.223 0.02 0.03 0.00
Cl -0.819 -3.977 -5.374 -0.01 0.01 -0.01
C -0.068 -3.921 -3.817 0.00 -0.01 0.02
C 0.403 -5.077 -3.222 -0.01 -0.01 0.00
C 0.988 -4.974 -1.971 0.00 0.02 0.03
C 1.077 -3.723 -1.380 -0.06 0.02 -0.14
N 0.624 -2.616 -1.958 0.13 -0.05 -0.04
C 0.059 -2.709 -3.154 -0.01 0.05 0.00
H 0.306 -6.029 -3.726 0.00 0.00 0.00
H 1.365 -5.851 -1.464 0.01 -0.01 0.01
H 1.518 -3.602 -0.397 0.06 0.00 0.06
H -0.322 -1.793 -3.594 0.01 0.02 -0.01
```
Forces are in eV/Å.



ORCA calculation (ωB97M-V/def2-TZVPD) on the molecule C23H26N2O4.

- DFT total energy: -1302.49517 a.u.
- Orbital gap: 9.0 eV
- LUMO: 0.786 eV
- Spin multiplicity: 1
- Highest occupied orbital energy: -8.23 eV
- Charge: 0

```
55
Properties=species:S:1:pos:R:3:forces:R:3
C -6.436 -1.625 -0.782 -0.14 0.18 0.00
C -7.104 -0.454 -0.072 0.42 0.03 0.16
C -6.224 0.200 0.998 -0.57 -0.14 0.00
O -5.156 0.941 0.439 0.10 0.10 -0.15
C -3.932 0.395 0.233 0.46 0.05 -0.10
C -3.504 -0.860 0.655 -0.35 0.09 0.10
C -2.213 -1.281 0.395 0.21 0.13 -0.18
C -1.332 -0.455 -0.283 -0.29 0.01 0.08
C -1.743 0.804 -0.705 0.03 -0.15 0.08
C -3.030 1.219 -0.449 -0.22 -0.09 0.12
H -3.368 2.192 -0.767 -0.04 0.13 -0.04
H -1.056 1.449 -1.228 0.05 0.03 -0.03
N -0.002 -0.889 -0.544 -0.45 0.04 0.07
C 0.806 -1.460 0.423 0.34 -0.10 -0.05
O 0.490 -1.667 1.563 -0.01 -0.06 0.14
C 2.164 -1.733 -0.197 0.11 0.18 0.06
H 2.451 -2.774 -0.062 -0.06 0.02 0.02
C 2.046 -1.265 -1.647 -0.08 -0.24 0.15
H 2.282 -1.997 -2.421 -0.09 0.08 0.10
C 0.598 -0.773 -1.785 0.26 -0.20 -0.14
O 0.069 -0.370 -2.783 0.04 0.06 -0.12
O 2.984 -0.202 -1.788 0.08 0.31 -0.26
N 3.151 0.380 -0.515 0.44 -0.11 0.20
C 2.283 1.451 -0.255 -0.33 0.36 -0.25
C 2.056 1.911 1.041 0.10 -0.17 0.05
C 1.237 3.003 1.256 -0.07 0.06 -0.03
C 0.644 3.665 0.194 -0.08 0.14 0.03
C 0.897 3.233 -1.097 0.04 0.03 0.09
C 1.712 2.141 -1.324 0.05 -0.07 -0.15
H 1.908 1.811 -2.332 0.00 -0.02 -0.02
H 0.458 3.748 -1.939 -0.04 0.04 -0.08
H 0.001 4.513 0.371 -0.05 0.08 0.02
H 1.062 3.339 2.267 -0.01 0.02 0.08
H 2.521 1.432 1.889 0.04 -0.05 0.07
C 3.217 -0.756 0.391 0.15 -0.52 -0.09
H 2.950 -0.466 1.407 -0.02 0.03 -0.11
C 4.629 -1.342 0.372 -0.11 0.40 0.21
C 5.638 -0.364 0.970 0.06 -0.28 -0.16
C 7.058 -0.909 0.891 -0.17 0.17 0.09
H 7.342 -1.084 -0.144 0.08 -0.04 -0.11
H 7.138 -1.850 1.432 0.07 -0.11 0.04
H 7.761 -0.203 1.325 0.14 0.01 0.02
H 5.575 0.581 0.428 -0.04 0.04 0.05
H 5.379 -0.171 2.014 -0.05 0.07 0.04
H 4.637 -2.274 0.939 -0.01 -0.09 -0.02
H 4.906 -1.560 -0.661 -0.02 -0.10 -0.04
H -1.892 -2.256 0.728 0.03 -0.06 0.03
H -4.162 -1.531 1.183 -0.08 -0.03 0.02
H -6.818 0.944 1.540 0.12 -0.15 0.00
H -5.868 -0.542 1.719 0.01 0.07 0.00
H -8.022 -0.793 0.411 -0.06 0.06 0.02
H -7.369 0.312 -0.804 -0.09 0.05 0.06
H -6.193 -2.417 -0.078 0.07 -0.11 0.04
H -5.521 -1.307 -1.277 0.07 -0.05 -0.06
H -7.106 -2.033 -1.535 -0.01 -0.09 -0.09
```
Forces are in eV/Å.



- Which formula does entry 1 have?
  C6H14NS